DFT (the ωB97M-V functional and the def2-TZVPD basis) results for a structure of composition C26H32KN3O5S2.

## Properties
LUMO = 4.19 eV
Energy above the lowest of the compared OMol25 structures with the same formula, charge and spin = 0.00 kJ/mol
Total charge = -2
E = -80191.5990 eV

Element x y z (Å)
K (2.04, -0.29, -1.81)
C (-1.75, -1.38, -3.39)
C (-1.30, 0.03, -3.57)
N (-0.06, 0.44, -3.52)
C (-0.09, 1.80, -3.69)
C (-1.39, 2.22, -3.85)
N (-2.14, 1.08, -3.77)
C (-2.09, 3.54, -4.09)
O (-1.35, 4.56, -4.16)
O (-3.32, 3.47, -4.20)
C (1.15, 2.61, -3.57)
O (1.04, 3.90, -3.78)
O (2.21, 2.08, -3.27)
H (-0.87, -2.01, -3.26)
H (-2.32, -1.73, -4.25)
H (-2.37, -1.48, -2.50)
H (-3.14, 1.10, -3.85)
H (0.05, 4.19, -3.96)
C (0.73, -2.33, 5.22)
C (1.21, -2.29, 3.78)
C (2.11, -3.24, 3.33)
C (2.54, -3.18, 1.99)
C (3.51, -4.21, 1.47)
C (2.07, -2.19, 1.16)
C (1.15, -1.17, 1.58)
C (0.74, -1.29, 2.94)
N (0.81, -0.25, 0.67)
C (-0.11, 0.83, 0.97)
C (-1.54, 0.35, 1.32)
C (-2.50, 1.53, 1.50)
C (-2.59, 2.34, 0.20)
C (-1.20, 2.85, -0.17)
C (-0.69, 3.77, 0.94)
C (-0.59, 2.98, 2.25)
C (-1.97, 2.44, 2.62)
C (0.39, 1.81, 2.06)
C (-0.25, 1.66, -0.32)
H (1.18, -3.16, 5.76)
H (-0.36, -2.44, 5.27)
H (0.99, -1.40, 5.75)
H (2.49, -4.01, 4.00)
H (4.02, -4.72, 2.29)
H (4.26, -3.75, 0.82)
H (3.01, -4.97, 0.87)
H (2.40, -2.19, 0.13)
H (0.04, -0.58, 3.37)
H (-1.54, -0.27, 2.21)
H (-1.88, -0.28, 0.49)
H (-3.49, 1.16, 1.78)
H (-3.28, 3.18, 0.32)
H (-2.98, 1.70, -0.60)
H (-1.25, 3.40, -1.11)
H (-1.37, 4.62, 1.07)
H (0.29, 4.17, 0.67)
H (-0.22, 3.63, 3.05)
H (-2.67, 3.27, 2.79)
H (-1.91, 1.87, 3.56)
H (0.53, 1.29, 3.01)
H (1.37, 2.18, 1.75)
H (0.75, 2.01, -0.61)
H (-0.60, 0.99, -1.11)
C (0.52, -3.74, -1.32)
O (1.62, -3.04, -1.88)
C (2.69, -3.72, -2.40)
S (2.74, -5.40, -2.33)
S (3.80, -2.66, -3.10)
H (-0.14, -2.96, -0.94)
H (0.83, -4.39, -0.50)
H (0.03, -4.35, -2.08)